11
Properties=species:S:1:pos:R:3:forces:R:3:lowdin_charge:R:1 method="wB97M-V/def2-TZVPD" spin_multiplicity=1 smiles="O=CCCO" lumo_energy_ev=0.723 homo_energy_ha=-0.35787 relative_energy_kcal_mol=27.20 charge=0
O -0.7718 -2.5021 0.3219 0.171 0.285 -0.314 0.046
C -0.2837 -1.5251 -0.1940 -0.110 -0.312 0.186 -0.262
C 0.2679 -0.3906 0.6391 -0.042 -0.009 0.092 -0.145
C 0.3236 0.9548 -0.0671 0.381 -0.139 0.168 -0.282
O -0.9284 1.1816 -0.6844 -0.112 0.247 -0.123 -0.066
H -0.2344 -1.4405 -1.2973 0.080 0.047 0.070 0.128
H -0.3593 -0.3856 1.5339 0.057 0.267 -0.017 0.124
H 1.2775 -0.6652 0.9719 -0.106 -0.027 -0.085 0.128
H 0.5600 1.7432 0.6637 -0.052 -0.142 -0.118 0.117
H 1.1332 0.9534 -0.8142 -0.152 -0.054 0.066 0.118
H -0.8747 2.0081 -1.1793 -0.116 -0.162 0.075 0.092


14
Properties=species:S:1:pos:R:3:forces:R:3:lowdin_charge:R:1 method="wB97M-V/def2-TZVPD" spin_multiplicity=1 smiles="N/C(O)=N/CC(=O)O" lumo_energy_ev="-0.392 / -0.393" homo_energy_ha="-0.31133 / -0.31163" relative_energy_kcal_mol=96.44 charge=0
N 1.7243 -0.4784 1.0981 -0.855 -0.619 0.196 0.162
C 0.8853 0.0667 0.1539 3.680 5.920 1.565 -0.531
O 1.3201 -0.1486 -1.1238 -0.963 -1.142 -0.765 0.058
N 0.2403 1.2237 0.4760 1.418 -3.208 -1.329 0.107
C -0.8964 1.2154 -0.5044 1.163 -0.594 0.052 -0.110
C -1.2562 -0.1604 -0.0288 -6.688 1.583 3.800 -0.522
O -1.5847 -0.2026 1.2191 1.050 -1.726 -3.928 -0.004
O -1.7550 -1.0643 -0.9037 1.261 -0.060 0.269 0.117
H 2.0306 -1.4158 0.8739 0.102 0.041 0.073 0.108
H 1.2978 -0.4147 2.0172 0.211 -0.030 -0.036 0.113
H 2.2837 -0.0567 -1.1455 -0.251 -0.141 0.243 0.128
H -1.6443 1.9568 -0.2257 0.052 -0.250 -0.100 0.127
H -0.5722 1.2862 -1.5444 -0.194 0.086 -0.011 0.115
H -2.0732 -1.8073 -0.3618 0.013 0.139 -0.029 0.130


114
Properties=species:S:1:pos:R:3:forces:R:3:lowdin_charge:R:1 method="wB97M-V/def2-TZVPD" spin_multiplicity=1 smiles=Oc1ccc(O)cc1.Oc1ccc(O)cc1.Oc1ccc(O)cc1.Oc1ccc(O)cc1.Oc1ccc(O)cc1.Oc1ccc(O)cc1.CC#N.CC#N.CC#N.CC#N.CC#N lumo_energy_ev=0.266 homo_energy_ha=-0.28465 charge=0
O -7.3452 -23.4335 19.3809 -1.173 -1.583 0.972 0.041
C -6.1764 -22.9023 18.9955 -1.456 1.499 -0.110 -0.342
C -6.2900 -21.6347 18.3680 2.862 -1.516 -0.382 -0.007
C -5.0987 -21.1826 17.8019 -0.031 0.685 0.395 -0.022
C -3.8815 -21.8151 18.0618 1.709 -0.485 0.525 -0.293
O -2.6734 -21.3110 17.5580 -1.206 0.652 -0.343 0.013
C -3.8177 -22.9591 18.8626 -1.049 0.037 -0.175 -0.026
C -4.9978 -23.5730 19.2747 0.348 0.868 -0.767 -0.015
H -8.0693 -22.8105 19.2858 0.121 0.038 -0.121 0.100
H -7.1956 -21.0692 18.2053 -0.221 -0.336 0.161 0.112
H -5.1548 -20.2488 17.2623 0.465 0.039 -0.206 0.114
H -1.8992 -21.6761 17.9926 -0.274 -0.283 0.217 0.093
H -2.9214 -23.4438 19.2208 0.481 0.259 -0.519 0.113
H -4.9137 -24.5638 19.6963 -0.564 0.129 0.356 0.118
O 7.3078 -27.3264 12.1391 -1.209 1.962 0.869 -0.009
C 6.0469 -26.5925 12.1628 1.658 -2.330 -1.987 -0.265
C 5.0448 -26.9794 11.2870 -1.751 0.328 0.067 -0.015
C 3.8401 -26.2489 11.2489 1.594 -1.099 0.122 -0.005
C 3.7582 -25.0897 11.9834 -1.707 -0.530 -1.171 -0.353
O 2.6084 -24.4027 11.7271 -0.309 0.531 0.469 0.051
C 4.7578 -24.6979 12.8089 -0.233 1.317 0.268 -0.031
C 5.9054 -25.4250 12.8582 1.973 -0.436 0.876 -0.035
H 7.2613 -28.2098 11.7663 -0.709 0.130 -0.108 0.081
H 5.0864 -27.8190 10.6090 0.447 -0.291 0.212 0.110
H 2.9864 -26.5897 10.6818 0.104 0.140 -0.240 0.119
H 2.5507 -23.6192 12.2789 -0.008 0.135 0.096 0.104
H 4.6523 -23.7542 13.3234 0.208 0.079 0.213 0.124
H 6.7738 -25.0740 13.3959 -0.053 0.067 0.320 0.125
O 9.4694 -11.4158 17.4084 -1.111 0.078 0.477 0.011
C 9.1829 -10.6914 18.5728 0.082 -0.747 -0.889 -0.277
C 10.2155 -9.9143 19.1066 -1.421 -0.627 0.017 -0.038
C 9.9446 -9.2111 20.2448 -0.844 1.182 0.677 -0.012
C 8.6385 -9.1825 20.8275 2.240 -1.208 -1.049 -0.328
O 8.5467 -8.5959 22.0282 0.230 1.086 1.042 0.055
C 7.6594 -9.9391 20.2255 -0.855 0.562 1.643 -0.059
C 7.8775 -10.7267 19.1411 2.136 0.141 -2.224 -0.012
H 10.4078 -11.6008 17.3267 0.054 0.199 0.234 0.090
H 11.1857 -9.8503 18.6364 0.026 -0.116 -0.071 0.116
H 10.7439 -8.5748 20.5948 -0.143 0.060 0.611 0.113
H 7.6869 -8.5792 22.4549 -0.243 -0.264 -0.487 0.110
H 6.6984 -9.9686 20.7174 -0.328 0.051 -0.054 0.113
H 7.0533 -11.1943 18.6230 0.174 -0.395 0.074 0.117
O 7.0212 -23.1626 27.7059 0.460 0.353 -0.772 0.019
C 5.9823 -22.4295 27.1390 -0.774 -0.510 4.034 -0.322
C 6.0351 -22.1955 25.8203 0.327 0.221 -0.561 -0.050
C 4.9478 -21.6028 25.2260 -0.754 1.067 0.265 -0.019
C 3.8142 -21.1782 25.9760 0.925 0.653 -0.413 -0.275
O 2.7547 -20.5257 25.3362 0.614 -0.572 0.870 0.018
C 3.8315 -21.2603 27.3958 0.423 -1.220 -1.797 -0.006
C 4.9252 -21.9273 27.9600 0.296 -0.667 -1.099 -0.010
H 6.8706 -23.6092 28.5423 -0.660 0.389 -0.008 0.097
H 6.9776 -22.4093 25.3383 -0.218 -0.207 -0.506 0.127
H 5.1279 -21.3369 24.1948 -0.769 0.052 -0.321 0.112
H 3.0537 -20.2490 24.4669 -0.003 -0.061 -0.152 0.093
H 2.9296 -20.9978 27.9289 0.199 0.253 0.259 0.111
H 4.9542 -22.1970 29.0054 -0.066 0.257 0.188 0.105
O -5.3129 -10.5322 23.2811 -0.353 1.051 -0.854 0.034
C -4.6819 -11.4347 22.4650 -0.542 -1.189 0.661 -0.330
C -3.9543 -12.4683 23.0321 2.448 -1.526 -0.053 -0.018
C -3.2711 -13.4562 22.2744 -1.818 1.816 0.052 -0.015
C -3.5212 -13.4436 20.9194 1.238 -2.315 -0.148 -0.328
O -3.0782 -14.5767 20.2109 -0.303 1.326 -0.343 0.022
C -4.2355 -12.4568 20.3083 -0.942 1.124 0.267 -0.012
C -4.8732 -11.4557 21.0864 0.573 -0.666 -0.476 0.008
H -5.4920 -10.8066 24.1834 0.383 -0.544 -0.174 0.104
H -3.7011 -12.5656 24.0775 -0.550 0.619 0.412 0.108
H -2.6482 -14.2485 22.6627 -0.125 0.108 0.548 0.113
H -2.4943 -15.0653 20.7956 0.040 -0.117 -0.053 0.084
H -4.3511 -12.4770 19.2347 -0.178 -0.023 -0.024 0.117
H -5.5571 -10.7911 20.5794 0.131 0.332 0.176 0.114
O 3.0602 -11.4655 12.6848 0.592 0.819 -0.110 0.037
C 2.6407 -12.7523 12.7560 -0.516 0.077 -0.268 -0.336
C 3.3546 -13.6863 12.0034 -1.311 -0.521 -0.088 -0.015
C 2.8856 -15.0049 11.9404 -0.607 0.096 2.005 0.001
C 1.8579 -15.3718 12.8528 -0.769 1.365 0.304 -0.305
O 1.4690 -16.6623 13.0350 0.472 -0.963 -0.610 0.027
C 1.1127 -14.3915 13.5920 1.437 -0.693 -1.535 -0.025
C 1.4657 -13.0672 13.4613 1.036 -0.629 0.305 -0.032
H 2.6824 -10.9374 13.3918 -0.111 -0.053 0.036 0.100
H 4.1929 -13.4234 11.3752 0.031 0.378 0.184 0.115
H 3.4383 -15.7254 11.3557 -0.234 -0.243 0.053 0.111
H 1.1120 -16.7780 13.9186 -0.096 0.109 -0.023 0.099
H 0.2728 -14.6701 14.2111 -0.032 -0.225 -0.012 0.111
H 0.9132 -12.3583 14.0602 0.105 0.471 -0.223 0.111
C 5.3043 -14.3609 24.1362 -1.355 -0.419 -1.035 -0.079
C 6.2922 -15.1810 23.4179 1.321 0.439 0.415 -0.276
N 7.1225 -15.7793 22.8795 -0.977 0.421 0.404 0.118
H 4.4112 -14.5554 23.5424 -0.531 -0.240 0.254 0.075
H 5.3201 -13.2753 24.0405 1.088 -0.092 0.082 0.080
H 5.0729 -14.6551 25.1599 0.457 -0.135 -0.138 0.082
C 4.9696 -17.7073 17.7067 -0.900 -0.529 1.130 -0.059
C 3.8251 -17.6670 18.6343 1.609 0.175 -1.424 -0.307
N 2.9238 -17.6461 19.3184 -1.642 0.054 1.344 0.117
H 5.1366 -16.6977 17.3313 0.236 -0.367 -0.253 0.084
H 4.6882 -18.4692 16.9797 0.349 0.387 -0.446 0.083
H 5.7869 -18.1051 18.3083 0.345 0.293 -0.334 0.081
C 11.8826 -20.7956 20.2048 0.435 1.816 1.157 -0.095
C 11.5807 -21.9368 19.4541 -1.524 -4.284 -3.210 -0.307
N 11.2632 -22.8611 18.7997 0.996 2.528 1.897 0.128
H 12.9424 -20.7524 20.4561 -0.058 -0.053 0.129 0.090
H 11.2751 -20.7856 21.1097 0.162 0.026 0.114 0.092
H 11.6423 -19.8897 19.6484 -0.018 -0.032 -0.083 0.092
C 10.3786 -21.0016 9.3880 -1.051 0.334 1.205 -0.070
C 9.3692 -20.4920 10.3830 -2.313 1.389 1.940 -0.258
N 8.5949 -20.0674 11.1765 2.923 -1.646 -2.971 0.101
H 11.2407 -21.2474 10.0080 0.233 -0.070 -0.468 0.076
H 10.5924 -20.2394 8.6388 0.090 -0.032 0.209 0.076
H 9.9788 -21.8895 8.8983 0.109 0.023 0.095 0.075
C 4.6094 -26.3487 18.9066 0.635 -0.025 0.945 -0.075
C 3.9824 -25.0497 18.7867 0.178 -0.736 -0.650 -0.301
N 3.4996 -24.0249 18.6652 -0.455 0.953 0.010 0.125
H 5.3370 -26.5824 18.1294 -0.472 0.103 -0.305 0.086
H 3.8787 -27.1399 19.0745 0.095 0.065 -0.245 0.084
H 5.2169 -26.2518 19.8065 0.022 -0.349 0.229 0.081


81
Properties=species:S:1:pos:R:3:forces:R:3:lowdin_charge:R:1 method="wB97M-V/def2-TZVPD" spin_multiplicity=5 lumo_energy_ev="0.506 / 0.239" homo_energy_ha="-0.25937 / -0.25879" charge=0
Cr 1.1168 -0.8271 0.2737 -0.420 0.534 -0.266 0.498
C 3.0338 -1.0608 -2.2522 -0.106 -0.038 -0.046 -0.242
P 1.2157 -0.7359 -2.0969 0.874 -0.270 -1.128 1.077
C 0.9821 0.7791 -3.0633 -0.188 0.148 0.138 -0.313
C 2.0465 1.6044 -3.4174 -0.010 -0.193 0.028 -0.063
C 1.8268 2.7317 -4.1904 -0.024 0.091 -0.100 -0.077
C 0.5469 3.0571 -4.6073 0.042 0.053 0.074 -0.086
C -0.5250 2.2747 -4.2066 -0.083 0.028 -0.047 -0.076
C -0.3115 1.1535 -3.4270 0.083 0.023 0.120 -0.118
C 0.3716 -2.0556 -3.0247 -0.158 0.009 0.069 -0.318
C 0.4414 -3.3161 -2.4260 0.135 0.242 0.042 -0.111
C -0.2474 -4.3856 -2.9572 -0.051 -0.210 -0.075 -0.085
C -1.0626 -4.2067 -4.0657 0.001 0.032 0.011 -0.086
C -1.1502 -2.9579 -4.6565 -0.083 -0.071 -0.124 -0.079
C -0.4258 -1.8898 -4.1552 0.224 0.032 0.104 -0.074
C 3.6488 -0.2702 -1.1338 0.150 0.069 -0.233 -0.410
C 4.8685 0.3559 -0.9889 -0.111 -0.101 -0.143 -0.071
C 4.9084 0.8629 0.3274 -0.203 0.049 0.194 -0.066
C 3.7071 0.5273 0.9190 0.220 0.148 0.149 -0.383
C 3.2091 0.7099 2.3283 0.021 -0.031 -0.194 -0.234
P 1.6892 -0.3444 2.5332 0.416 0.845 1.413 1.059
C 1.7521 -0.7748 4.3165 0.021 -0.307 -0.306 -0.360
C 1.6169 0.2253 5.2752 0.052 0.023 -0.110 -0.083
C 1.6545 -0.0901 6.6191 0.001 0.102 0.066 -0.076
C 1.8154 -1.4069 7.0209 0.022 -0.090 -0.015 -0.084
C 1.9498 -2.4060 6.0720 0.011 -0.077 0.165 -0.085
C 1.9220 -2.0905 4.7241 0.010 0.051 -0.187 -0.093
C 0.2527 0.7763 2.6144 -0.035 0.071 -0.219 -0.390
C 0.2281 2.0682 2.1051 0.166 -0.204 0.209 -0.082
C -0.9568 2.7826 2.1102 -0.058 0.115 0.016 -0.080
C -2.1253 2.1982 2.5672 0.044 0.109 0.021 -0.083
C -2.1189 0.8875 3.0195 -0.089 0.029 0.032 -0.069
C -0.9346 0.1829 3.0473 0.173 -0.066 -0.058 -0.099
N 2.9297 -0.1467 0.0228 0.727 0.202 -0.032 -0.129
H 3.4433 -0.8145 -3.2356 -0.061 -0.024 0.082 0.094
H 3.1700 -2.1369 -2.0830 -0.009 0.077 -0.120 0.086
H 3.0477 1.3876 -3.0756 0.070 -0.071 0.001 0.095
H 2.6635 3.3529 -4.4764 0.052 0.054 0.015 0.104
H 0.3822 3.9336 -5.2165 -0.017 0.060 -0.068 0.100
H -1.5301 2.5392 -4.5039 -0.075 0.017 0.013 0.104
H -1.1520 0.5699 -3.0799 -0.099 -0.017 -0.031 0.104
H 1.0404 -3.4397 -1.5265 -0.077 -0.063 -0.053 0.103
H -0.1591 -5.3620 -2.5064 -0.021 -0.108 0.097 0.104
H -1.6298 -5.0355 -4.4624 -0.031 -0.077 -0.037 0.101
H -1.7905 -2.8073 -5.5149 0.001 -0.022 -0.062 0.104
H -0.4847 -0.9312 -4.6498 -0.002 -0.004 0.013 0.094
H 5.6526 0.4346 -1.7190 0.094 -0.052 -0.186 0.092
H 5.7179 1.4112 0.7705 0.144 0.075 0.162 0.090
H 2.9907 1.7606 2.5611 -0.031 -0.196 0.089 0.084
H 3.9658 0.3617 3.0455 -0.263 0.062 -0.074 0.096
H 1.4720 1.2487 4.9600 -0.037 0.105 0.011 0.112
H 1.5513 0.6930 7.3560 -0.012 0.055 0.058 0.105
H 1.8353 -1.6516 8.0723 0.000 -0.031 0.088 0.102
H 2.0718 -3.4329 6.3822 0.020 -0.095 0.025 0.102
H 2.0281 -2.8646 3.9773 -0.005 -0.111 -0.032 0.101
H 1.1227 2.4949 1.6726 0.035 0.101 0.013 0.111
H -0.9682 3.7904 1.7212 -0.033 0.087 -0.030 0.108
H -3.0494 2.7533 2.5441 -0.140 0.077 -0.016 0.105
H -3.0406 0.4144 3.3253 -0.067 -0.024 0.068 0.109
H -0.9153 -0.8511 3.3765 -0.077 0.023 0.065 0.116
C -4.2170 4.0154 -1.1506 0.111 0.237 -0.016 -0.083
O -4.7843 2.7437 -0.9556 0.027 -0.711 0.097 -0.074
C -3.9546 1.6879 -0.7197 0.433 0.246 -0.081 -0.273
C -4.5987 0.4446 -0.5404 -0.250 -0.417 0.128 -0.017
C -3.8575 -0.6716 -0.2789 -0.334 0.316 -0.082 -0.028
C -2.4472 -0.6414 -0.1791 0.582 -0.107 0.073 -0.104
C -1.7071 -1.8139 0.1449 -0.170 0.035 -0.020 -0.335
C -2.3878 -3.1683 0.2022 0.308 0.099 0.071 0.001
O -0.4716 -1.8210 0.4053 -1.582 -1.179 0.105 -0.169
C -1.7741 0.6241 -0.3818 0.509 -0.187 0.057 -0.364
O -0.5145 0.7704 -0.3685 -0.149 -0.128 0.264 -0.114
C -2.5879 1.7610 -0.6493 -0.419 0.568 -0.256 0.030
H -5.0583 4.6933 -1.2864 0.096 -0.002 -0.027 0.093
H -3.5758 4.0398 -2.0380 -0.018 -0.014 0.067 0.095
H -3.6400 4.3297 -0.2768 0.041 0.003 -0.021 0.091
H -5.6752 0.4164 -0.6071 -0.089 -0.081 0.024 0.111
H -4.3787 -1.6024 -0.1196 -0.058 -0.127 -0.035 0.105
H -3.1883 -3.1753 0.9387 -0.103 -0.015 0.005 0.084
H -1.6418 -3.9109 0.4827 -0.045 0.053 0.006 0.085
H -2.7960 -3.4395 -0.7715 -0.079 0.074 -0.008 0.091
H -2.0564 2.6881 -0.7958 0.053 0.094 -0.009 0.114


Number 1: E_tot -268.3619 hartree. Number 2: E_tot -453.0473 hartree. Number 3: E_tot -2959.8971 hartree. Number 4: E_tot -3514.8474 hartree.